Entry 1:
This record from the OMol25 dataset describes a cluster of 6 separate species, C31H58ClFI2N11O7 in total. The level of theory is ωB97M-V/def2-TZVPD.

Calculated values
**HOMO**: -10.51 eV

Structure (ORCA input):
```
! wB97M-V def2-TZVPD RIJCOSX def2/J DEFGRID3
* xyz 1 1
I -0.90528 -3.74664 3.18387
I -0.12529 0.91250 -1.71437
Cl -5.39047 -2.85649 5.04838
F -6.38058 2.49475 3.54061
O 5.21391 2.24673 -4.24640
O -1.97922 7.87928 -4.92679
O 2.53652 5.96498 -3.75371
O -4.25909 4.45257 -5.17979
O -5.00898 2.55130 3.46362
O -1.07312 -5.03312 -1.67746
O -5.41643 1.48133 1.45005
N -2.20562 -5.32678 -3.61543
N -5.37337 3.66794 -3.37101
N 5.91228 0.56410 -2.90501
N 0.22263 7.37050 -5.09726
N 4.02575 5.66598 -2.06847
N -5.35923 5.90951 -3.84520
N 5.33727 2.59831 -2.01273
N -0.47229 -0.11349 2.23095
N -1.33135 5.71231 -4.81418
N 4.70180 5.54913 -4.25617
N -1.53390 -3.23438 -2.97294
C 3.67998 5.74156 -3.38874
C 2.13396 -5.00068 -0.64186
C 0.32426 0.08302 5.42782
C -1.11671 -1.78926 4.17818
C 5.47049 1.83041 -3.13185
C 2.13788 -5.72696 0.77540
C -0.78034 0.99156 1.37807
C -2.64986 2.71937 0.52667
C 2.10996 3.42197 0.23006
C -4.49740 -1.95329 3.72792
C 2.41285 -3.41055 -0.52728
C -3.23503 1.07167 2.38240
C 3.77197 -7.95544 2.83392
C -4.68690 1.71586 2.37270
C -5.46706 -1.74244 2.49553
C 2.29950 -7.82366 2.23672
C -4.95251 4.66339 -4.19793
C -2.82269 -0.04766 3.28881
C -2.17090 1.57981 1.43730
C -2.80944 3.57764 -0.33506
C -1.57188 -4.56374 -2.68959
C 0.11863 -1.48042 5.17624
C -1.41757 -0.61731 3.17138
C -1.08758 7.04262 -4.94533
C 2.32176 -7.30291 0.70564
C -3.93519 -0.56050 4.26940
C 0.88856 -0.74920 2.11729
C 1.17265 -1.34791 0.63443
C 1.66814 1.94194 0.70462
C 0.14192 1.68853 0.33832
C 1.58571 -2.90054 0.73312
H 0.44176 8.34672 -5.19686
H 3.64240 -8.11509 3.95754
H -1.96217 -1.99362 4.89819
H 1.03304 -1.64543 2.77326
H -0.61549 5.00953 -4.82618
H 1.66076 -8.74047 2.37886
H 6.12954 0.20233 -1.99491
H -3.49188 -0.77297 5.29975
H 0.81252 0.60394 4.55007
H 5.54333 2.27487 -1.08549
H -1.93661 -2.82567 -3.79624
H 4.95769 5.48442 -1.74340
H 2.03400 -2.96213 -1.50723
H -4.99202 -1.20664 1.62280
H -4.78527 0.15619 4.44723
H 1.32880 4.12019 0.66746
H 0.16911 -1.33249 0.11740
H 2.91296 -5.26133 1.46222
H -0.22628 2.76121 0.21058
H 2.16968 -3.12831 1.68433
H 3.52110 -3.18705 -0.47300
H 4.48510 5.59603 -5.23737
H 1.98773 -0.79492 0.09256
H -2.29298 5.43008 -4.69949
H 0.96974 6.69893 -5.11326
H 5.01187 3.54351 -2.14020
H 6.02344 -0.03300 -3.70719
H 1.44012 -7.81693 0.19870
H 1.79862 -6.99760 2.84938
H -5.06416 6.67269 -4.43397
H 1.09035 -1.93172 4.79729
H 1.02560 0.19476 6.31615
H 4.38565 -7.01339 2.72825
H 4.30026 -8.86582 2.43212
H -0.62560 0.62697 5.70085
H -5.83419 -2.77786 2.19336
H -1.07087 -2.63812 -2.30766
H 2.82679 -5.49567 -1.39664
H 3.30816 -7.50516 0.19833
H -5.08881 2.73078 -3.59972
H -3.60153 -2.54909 3.36016
H 1.74344 1.96605 1.84067
H 2.21407 3.50241 -0.88778
H 1.09574 -5.06823 -1.10926
H -2.62128 -4.96042 -4.45199
H -0.06543 -1.94139 6.19483
H 1.70870 -0.02697 2.43934
H 0.60040 -3.46937 0.70599
H -5.92820 6.10550 -3.04250
H -3.06937 4.58005 -0.77782
H 3.29139 5.80402 -1.39500
H 5.64713 5.36356 -3.97542
H 2.40093 1.23617 0.22311
H -5.93985 3.82060 -2.55702
H 3.07492 3.63685 0.79031
H -2.25362 -6.31618 -3.43919
H 1.09961 -5.55142 1.21974
H -6.41097 -1.15663 2.75727
*
```

Entry 2:
This record from the OMol25 dataset describes a cluster of 10 separate species, C31H60FN10O26 in total. The level of theory is ωB97M-V/def2-TZVPD.

Calculated values
**HOMO**: -11.88 eV

Structure (ORCA input):
```
! wB97M-V def2-TZVPD RIJCOSX def2/J DEFGRID3
* xyz 1 1
F 1.12529 1.35636 -0.73258
O 3.03357 -1.01978 -9.13622
O 0.76633 0.09267 5.17343
O -4.05174 7.65468 4.30357
O -2.09730 -4.17546 -1.66124
O -1.88513 -5.03802 2.04556
O 1.87293 -0.94251 -7.26539
O -3.98637 7.39603 0.12057
O -3.76025 -4.83515 0.90720
O 2.68112 -2.53640 -5.27022
O -3.85544 -8.49295 -0.94525
O 5.98302 -0.25572 7.75008
O -0.56816 0.30893 3.43405
O 1.44217 -4.93287 0.51229
O 4.47961 -3.67354 -2.50634
O -2.33664 4.97084 -3.46180
O 3.96535 1.39757 -1.64734
O 6.79340 -2.29302 7.53608
O 3.82586 -2.63432 -4.64152
O -2.31631 6.63320 1.33799
O 2.74974 -1.58927 2.29403
O -0.67608 4.75305 6.60045
O -2.01058 4.96931 4.86107
O -0.19324 4.41174 -4.59645
O -4.91575 -9.36002 -2.67065
O -2.40719 8.90293 5.07197
O 3.39743 -1.77002 4.39187
N 0.18573 -0.33799 4.17030
N 3.53209 -1.37623 3.22755
N -2.88776 -5.49454 1.48416
N -0.11522 -0.96005 -0.64966
N 1.97577 -0.98847 -8.49671
N -3.08726 7.52289 0.95983
N -3.34933 8.11439 5.21142
N -1.25669 4.32239 5.59731
N 5.86583 -1.48044 7.62688
N -4.43588 -8.41475 -2.03422
C 2.33897 -2.30100 -2.32349
C 1.01687 -3.20256 -1.86272
C 1.33442 -5.74677 -0.81804
C -2.70102 4.80964 -0.87484
C 4.74468 -0.57209 2.91660
C 2.88212 -5.45411 -0.08740
C -1.41053 4.02827 -4.14163
C 1.03486 -4.78307 -2.28816
C -1.17212 -0.21126 0.15053
C -2.15578 0.67931 -0.86810
C 2.39094 -0.69227 -1.90600
C -3.06482 -6.97171 1.50176
C 3.72754 0.13510 -2.36272
C -1.03053 2.89606 5.23940
C -1.78116 2.41945 -4.39234
C -4.56627 -7.05728 -2.62916
C -3.21417 3.22928 -1.06718
C -2.91322 8.86710 1.57344
C 0.71415 -1.00818 -9.28515
C -1.49218 -3.38288 -0.57950
C 4.48443 -2.03139 7.58353
C -3.67087 7.67570 6.59628
C 5.98259 2.93119 -1.40619
C -1.90233 2.29542 -0.76098
C -1.80028 5.34703 -2.13842
C 4.85085 2.29559 -2.45664
C -0.21673 -2.45478 -1.02103
C 3.61324 -2.91007 -3.19283
C 0.41189 -1.76432 3.81239
C 1.10022 -0.11209 -1.08164
C -2.23258 -3.41154 -2.91058
H -0.70080 4.90037 -2.07779
H 0.04228 -5.19470 -2.74808
H 6.29556 4.01054 -1.73682
H -2.99189 -4.02793 -3.59515
H 0.70382 -1.93178 -9.86744
H -2.97669 8.15582 7.28924
H 4.65889 -0.56634 -2.10575
H -0.35025 2.45213 5.96929
H -4.69830 7.97885 6.80779
H -3.59849 5.53071 -0.62089
H -1.09010 2.58348 -1.58708
H -0.55725 -2.26691 3.83302
H 3.77262 -1.20810 7.67354
H 4.36350 -2.54280 6.62641
H -4.00821 -7.18451 2.00869
H -1.90158 9.20656 1.34196
H -3.56176 6.58986 6.63171
H -5.09488 -7.13801 -3.58134
H -0.13319 -0.97670 -8.59696
H 4.27535 3.23286 -2.88681
H 0.85033 -1.78772 2.81267
H -1.99967 2.39347 5.26004
H -3.55837 -6.66526 -2.77976
H -1.80170 2.16421 -5.55552
H -1.03603 1.70448 -3.80632
H -3.69722 3.07846 -2.12544
H -1.94172 0.34606 -1.98970
H -3.08501 -7.31358 0.46497
H -2.71725 -2.35518 -2.77252
H 2.82704 -1.86115 -6.02170
H -1.98565 4.81857 0.07422
H 1.90833 -5.10518 -2.99530
H -0.59209 2.87266 4.23968
H 0.71707 -0.12971 -9.93364
H -2.22779 -7.42158 2.03990
H -1.21802 -3.39198 -3.53340
H -1.07169 -4.16966 0.21363
H 1.09217 -2.20825 4.54228
H 3.27128 -4.34423 -0.20548
H 4.37977 -2.72479 8.42047
H 3.15057 -6.03039 0.90484
H -3.65474 9.54769 1.14972
H -3.05948 8.75930 2.65011
H -0.70379 0.60392 0.88681
H -1.45539 2.63904 0.26552
H 5.45066 3.00970 -0.35294
H 5.43662 1.72330 -3.29462
H -1.65211 6.52845 -2.06950
H -1.84001 -0.89454 0.83059
H 0.89405 -6.92129 -0.79525
H 6.93581 2.23137 -1.32496
H 5.30733 -1.10756 2.14918
H -3.98842 3.04886 -0.19143
H -3.29156 0.47870 -0.66999
H -2.85641 2.22912 -3.96939
H 5.33963 -0.46374 3.82594
H -2.36191 -2.81967 -0.03721
H 3.72143 0.22673 -3.53590
H 4.41013 0.40283 2.55631
H -5.13084 -6.44199 -1.92564
*
```

Entry 3:
This record from the OMol25 dataset describes a cluster of 12 separate species, C31H60N4O8S in total. The level of theory is ωB97M-V/def2-TZVPD.

Calculated values
**HOMO**: -8.44 eV

Structure (ORCA input):
```
! wB97M-V def2-TZVPD RIJCOSX def2/J DEFGRID3
* xyz 0 1
S 3.17238 3.20586 -3.53064
O -1.70480 3.52634 -3.09898
O 2.58546 4.57048 -3.45517
O -0.12106 -5.83621 -2.21228
O -3.34161 -0.45811 -0.29575
O 5.13373 -0.50079 -4.65422
O 5.24730 0.48832 0.41430
O 1.42095 0.11200 3.89033
O -3.10692 0.65994 -5.59644
N -2.53532 -1.57924 5.91995
N -2.08711 -2.69127 2.03102
N 0.84720 -0.47983 -1.24771
N -2.65875 3.00991 2.32415
C 5.16270 2.18282 2.09813
C -2.00792 0.00583 -3.60273
C 3.65909 2.79591 -1.86157
C -2.94763 2.89839 -1.16571
C -1.81240 0.35441 4.32047
C 0.23297 -0.07798 -0.36612
C 1.80896 2.05910 -3.63294
C -1.75337 3.48339 -1.89184
C -5.03510 0.16175 1.27571
C -0.59040 3.98519 -1.05967
C 5.13898 -0.84783 -3.49710
C -3.21224 -4.19878 3.82461
C 3.15832 -1.11874 4.91934
C -2.32680 -0.09356 -5.07322
C -2.56910 -3.35468 2.83413
C 3.06807 1.19367 1.04556
C -1.29382 -3.95056 -1.38397
C 6.41373 -0.95702 -2.69778
C 0.86226 -3.73662 -2.74486
C -2.22682 -0.73505 5.20494
C -0.51604 0.34140 0.80405
C -0.16046 -4.63475 -2.10262
C 1.02664 -2.23268 3.99407
C -3.89194 4.72664 3.84219
C -4.31633 -0.78957 0.33543
C 1.80965 -0.97124 4.26433
C -4.84865 -2.18245 0.24523
C 3.87508 -1.20480 -2.76309
C 4.56326 1.20513 1.11710
C -1.70224 -1.23808 -5.84038
C -3.21700 3.75713 2.99127
H 1.42984 2.09204 -4.65044
H 3.92255 -0.86573 4.18239
H -3.52764 4.68774 4.86394
H -2.66876 0.94690 4.01266
H -1.80546 -4.64150 -0.71416
H -4.89021 -2.76114 1.16560
H -1.70143 -1.02452 -6.90498
H 3.33288 -2.14920 5.23199
H -0.43177 3.32403 -0.20470
H 2.67694 0.53717 0.27364
H -2.01066 -3.59368 -2.12691
H -4.54398 1.13215 1.25863
H 1.68719 -4.32086 -3.15004
H 4.03470 -2.04824 -2.08573
H -0.95931 -3.11674 -0.76292
H 6.54488 -2.00705 -2.43008
H -4.90949 -0.23883 2.28741
H -3.73786 3.65173 -1.16786
H -1.22103 -0.04751 3.50551
H -1.32539 -0.36139 0.99378
H 2.68760 0.85215 2.01403
H -0.85429 4.95352 -0.62094
H -3.29318 1.98867 -1.65032
H -0.69464 -1.44660 -5.47861
H -0.94928 1.33288 0.69052
H 1.03522 2.32862 -2.91632
H 6.22628 2.00757 2.22864
H 4.98437 3.19344 1.72114
H -2.33061 0.97996 -3.24666
H 4.65696 2.12154 3.06468
H 3.05145 -1.45787 -3.42667
H -0.99627 -0.20956 -3.26271
H -2.65276 -0.73294 -3.10411
H 6.33240 -0.37956 -1.77482
H -1.17102 1.02951 4.89130
H 3.57324 -0.37973 -2.11350
H 0.29266 4.10846 -1.68060
H 2.16711 1.05294 -3.40156
H -6.09181 0.19751 1.02020
H 0.14367 0.37333 1.67585
H 1.60190 -2.85225 3.29677
H 1.23044 -3.00247 -2.02761
H -5.82663 -2.17418 -0.24051
H -3.38294 -5.19674 3.42646
H 0.07748 -1.99714 3.51773
H -2.64023 -4.23128 4.74744
H -3.73267 5.72209 3.42257
H -4.96942 4.56603 3.84954
H 2.65902 2.18841 0.85933
H -2.69450 2.62698 -0.14275
H 3.25431 -0.46459 5.78267
H 2.80402 2.86608 -1.19469
H 7.24442 -0.59938 -3.29916
H 4.05999 1.77932 -1.86040
H 4.45513 3.48158 -1.58106
H -4.15809 -2.73998 -0.39416
H 0.87531 -2.83305 4.89133
H -2.29834 -2.13676 -5.65419
H -4.18842 -3.76884 4.05501
H 0.41328 -3.19677 -3.58322
*
```

no.,total energy (Eh),LUMO energy (eV)
1,-3500.0762,-4.859
2,-3818.8666,-4.685
3,-2436.2595,-0.062